(1)
A 5-piece molecular cluster, C18H27ClF4O16PS overall in a non-equilibrium geometry. Source: OMol25; level of theory: ωB97M-V/def2-TZVPD.

Geometry as XYZ:
```
68
Properties=species:S:1:pos:R:3:mulliken_charge:R:1
O 5.79 -3.17 -1.11 -0.600
S 4.58 -2.56 -1.72 1.076
O 3.50 -3.54 -1.93 -0.526
Cl 5.20 -1.74 -3.53 -0.228
C 4.06 -1.22 -0.58 -0.737
C 3.12 -0.18 -1.22 -0.622
C 1.64 -0.72 -1.31 0.032
C 0.77 0.42 -1.91 -1.310
P -1.02 -0.03 -2.40 0.074
O -0.83 -1.74 -2.46 -0.476
C -1.41 -2.41 -1.37 -0.542
C -1.52 -1.35 -0.21 0.134
O -1.59 -0.06 -0.74 -0.227
H 4.97 -0.69 -0.24 0.381
H 3.51 -1.70 0.24 0.456
H 3.12 0.78 -0.69 0.337
H 3.39 0.05 -2.27 0.388
H 1.68 -1.62 -1.93 0.301
H 1.35 -0.94 -0.27 0.007
H 1.30 0.91 -2.74 0.441
H 0.69 1.19 -1.11 0.259
H -2.34 -0.27 -2.98 -0.080
H -0.56 0.13 -3.78 -0.027
H -1.36 1.38 -2.51 -0.101
H -0.82 -3.32 -1.17 0.294
H -2.44 -2.76 -1.58 0.301
H -2.46 -1.62 0.32 -0.057
H -0.68 -1.41 0.51 0.133
C -5.26 1.71 2.60 -0.488
C -3.77 1.64 2.45 1.004
O -3.50 0.27 2.71 -0.367
C -4.60 -0.42 2.33 0.746
O -4.64 -1.59 2.16 -0.555
O -5.67 0.41 2.16 -0.380
F -3.15 2.40 3.40 -0.326
H -5.57 1.85 3.64 0.320
H -5.71 2.49 1.98 0.293
H -3.41 1.92 1.46 -0.132
C -2.89 -2.55 5.88 -0.460
C -2.66 -1.07 5.82 0.856
O -1.26 -0.96 6.07 -0.341
C -0.70 -2.12 5.62 0.640
O 0.46 -2.27 5.44 -0.506
O -1.65 -3.07 5.41 -0.326
F -3.33 -0.41 6.80 -0.318
H -3.07 -2.89 6.90 0.280
H -3.72 -2.87 5.25 0.302
H -2.88 -0.61 4.85 -0.096
C -5.92 2.61 -2.24 -0.519
C -4.79 2.69 -3.23 0.272
O -3.71 3.13 -2.43 -0.300
C -3.95 2.67 -1.18 0.641
O -3.14 2.62 -0.32 -0.589
O -5.24 2.27 -1.03 -0.239
F -5.04 3.62 -4.19 -0.318
H -6.43 3.58 -2.11 0.288
H -6.66 1.86 -2.50 0.265
H -4.53 1.74 -3.70 0.313
C 9.24 0.40 -1.65 -0.410
C 8.88 1.56 -2.54 0.320
O 7.47 1.47 -2.61 -0.275
C 7.06 0.88 -1.45 0.586
O 5.95 0.88 -1.06 -0.479
O 8.10 0.31 -0.80 -0.299
F 9.40 1.43 -3.78 -0.292
H 9.35 -0.53 -2.22 0.280
H 10.15 0.58 -1.08 0.259
H 9.16 2.54 -2.13 0.270
```

Its total charge is -1. Its spin multiplicity is 1. The energy is -95379.2823 eV. The calculation puts the orbital gap at 5.79 eV.

(2)
A 10-piece molecular cluster, C18H27F6N9P overall in a non-equilibrium geometry. Source: OMol25; level of theory: ωB97M-V/def2-TZVPD.

Geometry as XYZ:
```
61
Properties=species:S:1:pos:R:3:mulliken_charge:R:1
P -0.29 0.62 -0.59 1.537
F -1.73 1.14 -1.08 -0.556
F -0.93 0.05 0.82 -0.377
F -0.54 -0.88 -1.17 -0.296
F 1.14 0.18 -0.01 -0.386
F 0.53 1.07 -1.93 -0.430
F -0.18 2.10 0.02 -0.535
C 2.32 -1.90 2.19 0.087
C 2.93 -0.57 2.26 0.374
N 3.40 0.49 2.28 -0.579
H 1.85 -2.03 3.16 0.312
H 3.06 -2.68 2.02 0.436
H 1.51 -1.98 1.46 -0.671
C 4.00 -0.14 -1.49 -0.410
C 3.16 -0.78 -2.51 0.518
N 2.50 -1.29 -3.32 -0.495
H 3.78 0.90 -1.24 -0.101
H 5.03 -0.18 -1.84 0.414
H 3.93 -0.61 -0.51 0.085
C -2.53 -0.49 -3.87 0.012
C -1.96 -1.41 -4.86 0.193
N -1.44 -2.17 -5.54 -0.461
H -3.55 -0.17 -4.12 0.405
H -1.86 0.38 -3.84 0.164
H -2.54 -0.91 -2.87 -0.390
C 0.47 2.30 3.57 -0.263
C -0.70 1.86 4.31 0.377
N -1.63 1.57 4.98 -0.505
H 0.33 2.30 2.49 -0.126
H 1.30 1.61 3.75 0.176
H 0.79 3.31 3.79 0.369
C -1.39 -2.31 3.74 -0.533
C -0.79 -3.61 3.60 0.458
N -0.38 -4.70 3.40 -0.491
H -0.68 -1.52 3.98 0.141
H -2.06 -2.12 4.58 0.372
H -1.79 -1.82 2.85 0.085
C -3.21 -2.10 -0.61 -0.617
C -3.98 -0.87 -0.58 0.465
N -4.60 0.05 -0.44 -0.427
H -2.21 -2.11 -0.19 -0.132
H -3.04 -2.36 -1.66 0.347
H -3.91 -2.80 -0.16 0.420
C 0.51 -3.70 -0.80 -0.102
C 1.98 -3.90 -0.63 0.210
N 3.11 -4.04 -0.49 -0.528
H 0.23 -3.45 -1.82 0.280
H 0.28 -2.88 -0.11 -0.328
H -0.15 -4.54 -0.61 0.458
C -1.92 4.19 -0.92 -0.337
C -3.11 3.47 -0.49 0.337
N -4.11 2.93 -0.18 -0.514
H -2.15 5.25 -0.94 0.429
H -1.72 3.79 -1.91 0.233
H -1.15 3.88 -0.20 -0.089
C 2.55 3.62 -0.64 -0.111
C 1.87 4.54 -1.51 0.308
N 1.38 5.23 -2.27 -0.479
H 3.61 3.60 -0.92 0.392
H 2.21 2.59 -0.72 -0.382
H 2.46 4.02 0.37 0.260
```

Its total charge is -1. Its spin multiplicity is 1. The energy is -58114.4871 eV. The calculation puts the orbital gap at 10.79 eV.

(3)
One molecule with the formula C18H27N3O2. Source: OMol25; level of theory: ωB97M-V/def2-TZVPD.

Geometry as XYZ:
```
50
Properties=species:S:1:pos:R:3:mulliken_charge:R:1
C 0.38 4.27 0.65 -1.345
C -0.75 3.27 0.84 0.017
C -1.39 2.90 -0.50 -0.659
C -2.42 1.82 -0.29 0.464
O -3.60 2.03 -0.18 -0.672
N -1.85 0.57 -0.23 0.392
C -2.44 -0.64 0.12 0.233
C -3.71 -0.73 0.68 -0.666
C -4.21 -1.95 1.08 -0.679
C -3.45 -3.10 0.95 -0.716
C -2.19 -3.03 0.38 -0.447
C -1.68 -1.81 -0.05 -0.152
N -0.40 -1.68 -0.64 0.932
C 0.63 -2.60 -0.24 -1.224
C 1.99 -2.02 -0.71 -0.772
N 1.79 -0.71 -1.26 0.140
C 1.92 0.49 -0.64 0.332
O 1.46 1.50 -1.15 -0.697
C 2.68 0.62 0.68 0.766
C 4.17 0.29 0.53 -1.477
C 2.02 -0.10 1.86 -1.531
C 0.95 -0.77 -2.44 -0.933
C -0.38 -1.48 -2.08 -0.584
H 0.01 5.19 0.21 0.428
H 1.14 3.85 -0.01 0.231
H 0.85 4.52 1.61 0.343
H -1.51 3.68 1.51 0.438
H -0.35 2.37 1.31 0.072
H -0.60 2.57 -1.18 0.136
H -1.88 3.78 -0.92 0.506
H -0.85 0.51 -0.40 -0.302
H -4.29 0.17 0.79 0.526
H -5.20 -2.00 1.51 0.402
H -3.84 -4.05 1.28 0.395
H -1.61 -3.93 0.27 0.389
H 0.60 -2.69 0.85 0.529
H 0.50 -3.61 -0.67 0.444
H 2.41 -2.65 -1.50 0.407
H 2.71 -2.00 0.11 0.211
H 2.61 1.70 0.88 0.344
H 4.34 -0.76 0.32 0.245
H 4.60 0.87 -0.28 0.401
H 4.69 0.55 1.45 0.452
H 2.32 -1.14 1.92 0.312
H 0.94 -0.05 1.79 0.260
H 2.32 0.38 2.79 0.481
H 1.48 -1.32 -3.22 0.395
H 0.78 0.25 -2.78 0.404
H -1.23 -0.87 -2.37 0.444
H -0.46 -2.44 -2.61 0.385
```

The SMILES is CCCC(=O)Nc1ccccc1N1CCN(C(=O)C(C)C)CC1. Its total charge is 0. Its spin multiplicity is 1. The energy is -27670.6844 eV. The calculation puts the orbital gap at 8.73 eV.

(4)
One molecule with the formula C18H27N3O4S in a non-equilibrium geometry. Source: OMol25; level of theory: ωB97M-V/def2-TZVPD.

Geometry as XYZ:
```
53
Properties=species:S:1:pos:R:3:mulliken_charge:R:1
C 2.16 1.37 -2.08 -0.811
C 3.14 0.21 -2.21 -1.390
C 2.52 -1.21 -2.21 2.079
C 3.69 -2.20 -2.23 -2.271
C 1.70 -1.39 -3.49 -1.874
C 1.60 -1.42 -0.98 2.249
C 2.33 -1.32 0.37 -1.745
C 1.29 -1.17 1.48 0.126
C 0.18 -2.16 1.31 0.719
N -0.98 -2.17 1.81 -0.646
N -1.51 -1.25 2.65 -0.360
S -1.15 0.35 3.02 1.315
O -2.31 0.80 3.73 -0.734
O 0.13 0.50 3.64 -0.591
C -1.11 1.24 1.44 -0.141
C -0.71 2.56 1.48 -0.822
C -0.67 3.30 0.32 -0.924
C -1.00 2.74 -0.92 0.935
C -0.94 3.59 -2.15 -1.499
C -1.37 1.39 -0.93 -0.180
N -1.66 0.68 -2.15 1.225
O -2.33 -0.33 -2.06 -0.662
O -1.19 1.10 -3.18 -0.610
C -1.46 0.65 0.25 -0.100
C 0.50 -3.29 0.38 -1.152
C 0.82 -2.75 -1.02 -0.979
H 1.72 1.42 -1.09 0.090
H 2.69 2.31 -2.25 0.505
H 1.36 1.30 -2.82 0.165
H 3.88 0.28 -1.42 0.354
H 3.68 0.32 -3.16 0.568
H 3.34 -3.23 -2.22 0.335
H 4.34 -2.05 -1.38 0.433
H 4.27 -2.06 -3.13 0.549
H 1.38 -2.43 -3.61 0.427
H 0.80 -0.77 -3.49 0.304
H 2.29 -1.12 -4.36 0.443
H 0.87 -0.61 -0.99 -1.286
H 2.99 -0.45 0.39 0.429
H 2.94 -2.21 0.53 0.362
H 1.75 -1.31 2.47 0.415
H 0.90 -0.15 1.48 0.151
H -2.48 -1.42 2.82 0.281
H -0.43 2.99 2.43 0.462
H -0.38 4.34 0.35 0.410
H -1.81 3.41 -2.79 0.375
H -0.90 4.64 -1.88 0.471
H -0.06 3.34 -2.73 0.219
H -1.77 -0.38 0.19 0.807
H 1.37 -3.83 0.77 0.385
H -0.34 -3.98 0.34 0.422
H 1.39 -3.51 -1.56 0.431
H -0.11 -2.59 -1.56 0.334
```

The SMILES is CCC(C)(C)C1CCC(=NNS(=O)(=O)c2ccc(C)c([N+](=O)[O-])c2)CC1. Its total charge is 0. Its spin multiplicity is 1. The energy is -42596.1152 eV. The calculation puts the orbital gap at 8.61 eV.

(5)
C18H27N5NbO7Rb as an isolated structure in a non-equilibrium geometry. Source: OMol25; level of theory: ωB97M-V/def2-TZVPD.

Geometry as XYZ:
```
59
Properties=species:S:1:pos:R:3:mulliken_charge:R:1
N 1.76 -0.20 -0.03 -0.533
C 2.79 -0.70 0.40 0.738
O 3.72 -1.21 0.93 -0.438
Rb 1.98 -0.27 -3.08 1.002
Nb -0.27 -0.01 0.04 0.461
N -0.57 -1.51 -1.25 0.483
N -0.26 1.69 -0.99 0.751
C -0.39 -2.97 -0.89 1.281
C 0.37 3.02 -1.08 0.843
C 0.80 -3.49 -1.68 -1.457
C -1.69 -3.70 -1.22 -1.656
C -0.12 -3.16 0.59 -1.777
C 0.03 3.63 -2.44 -1.527
C -0.18 3.93 0.02 -1.519
C 1.88 2.88 -0.94 -1.254
H 0.69 -3.33 -2.76 0.381
H 0.90 -4.57 -1.53 0.435
H 1.75 -3.02 -1.36 0.258
H -2.54 -3.20 -0.73 0.404
H -1.64 -4.73 -0.86 0.439
H -1.90 -3.73 -2.30 0.417
H 0.80 -2.66 0.94 0.249
H 0.03 -4.23 0.78 0.639
H -0.97 -2.85 1.22 0.412
H 0.32 2.95 -3.25 0.325
H 0.56 4.58 -2.57 0.438
H -1.04 3.82 -2.52 0.411
H -1.25 4.12 -0.13 0.445
H 0.34 4.90 -0.01 0.487
H -0.05 3.49 1.01 0.348
H 2.17 2.32 -0.04 0.274
H 2.35 3.87 -0.88 0.460
H 2.33 2.37 -1.81 0.104
C -1.75 1.64 -1.15 -0.923
H -2.17 0.71 -0.66 0.465
H -2.23 2.51 -0.67 0.448
H -2.06 1.63 -2.21 0.405
C -1.00 -1.25 -2.66 -1.552
H -2.08 -1.41 -2.76 0.351
H -0.80 -0.20 -2.96 0.383
H -0.48 -1.92 -3.37 0.509
O -0.73 1.72 2.27 -0.578
C -0.63 0.60 2.79 0.717
O -0.50 -0.47 2.02 -0.670
C -0.58 0.29 4.26 0.484
C 0.03 -0.90 4.68 -0.567
C 0.16 -1.17 6.06 -0.385
C -0.31 -0.27 7.02 -0.226
C -0.92 0.92 6.59 -0.274
C -1.04 1.21 5.21 -0.513
N -1.42 1.84 7.58 0.964
O -1.29 1.54 8.79 -0.540
O -1.96 2.90 7.20 -0.560
N 0.80 -2.40 6.48 0.983
O 1.22 -3.17 5.59 -0.584
O 0.90 -2.64 7.70 -0.539
H 0.42 -1.59 3.95 0.639
H -0.23 -0.49 8.08 0.628
H -1.48 2.14 4.89 0.612
```

Its total charge is +2. Its spin multiplicity is 1. The energy is -43074.4637 eV. The calculation puts the orbital gap at 6.89 eV.

(6)
One molecule with the formula C18H27N5O5 in a non-equilibrium geometry. Source: OMol25; level of theory: ωB97M-V/def2-TZVPD.

Geometry as XYZ:
```
55
Properties=species:S:1:pos:R:3:mulliken_charge:R:1
C 0.82 3.22 1.23 -0.790
C 0.28 2.70 2.56 -0.766
C -0.30 1.33 2.49 -0.074
N -1.55 1.11 2.80 -0.848
O -1.75 -0.23 2.76 -0.165
C -0.61 -0.85 2.40 0.479
C -0.60 -2.33 2.41 -1.483
C 0.35 0.10 2.17 1.554
C 1.77 -0.03 1.78 0.663
O 2.67 0.49 2.42 -0.688
N 2.01 -0.73 0.63 0.254
C 3.37 -0.84 0.15 -1.326
C 3.54 -0.12 -1.19 -0.629
O 3.02 1.19 -1.07 -0.192
C 3.29 2.00 -2.20 -0.936
C 0.99 -1.35 -0.14 0.284
C 0.06 -0.59 -0.81 -0.387
N 0.14 0.77 -0.78 0.420
N -0.99 -1.18 -1.47 0.087
C -2.11 -0.40 -1.98 -2.181
C -2.97 0.20 -0.85 2.242
C -3.99 1.16 -1.46 -1.778
C -3.67 -0.91 -0.08 -1.511
C -1.07 -2.56 -1.62 0.489
O -1.97 -3.10 -2.22 -0.653
N -0.04 -3.26 -1.06 0.003
C 1.01 -2.78 -0.28 0.296
O 1.83 -3.55 0.19 -0.701
H 1.17 4.25 1.37 0.445
H 1.66 2.62 0.90 0.065
H 0.04 3.22 0.48 0.246
H -0.49 3.36 2.95 0.382
H 1.11 2.66 3.28 0.288
H -1.04 -2.69 3.34 0.516
H 0.42 -2.70 2.32 0.255
H -1.20 -2.73 1.59 0.223
H 3.65 -1.89 0.04 0.399
H 4.00 -0.36 0.91 0.563
H 4.60 -0.09 -1.46 0.573
H 3.00 -0.66 -1.99 0.347
H 4.36 2.10 -2.36 0.339
H 2.86 2.98 -1.99 0.249
H 2.83 1.58 -3.10 0.338
H -0.43 1.30 -1.41 0.481
H 1.06 1.13 -0.58 -0.379
H -1.73 0.39 -2.65 0.302
H -2.71 -1.09 -2.57 0.635
H -2.33 0.76 -0.16 -0.392
H -4.61 1.59 -0.67 0.405
H -3.50 1.98 -1.99 0.412
H -4.64 0.64 -2.16 0.381
H -4.24 -0.49 0.74 0.487
H -4.34 -1.46 -0.73 0.428
H -2.95 -1.61 0.34 0.064
H -0.07 -4.27 -1.19 0.281
```

The SMILES is CCc1noc(C)c1C(=O)N(CCOC)c1c(N)n(CC(C)C)c(=O)[nH]c1=O. Its total charge is 0. Its spin multiplicity is 1. The energy is -36793.3343 eV. The calculation puts the orbital gap at 8.84 eV.